No. 1
Molecular formula: C26H34F5N3O5S2V
Method: DFT, wB97M-V/def2-TZVPD

CARTESIAN COORDINATES (ANGSTROEM)
V1 0.1876 0.3957 -0.0247
C1 0.3761 2.0517 1.4411
C2 1.3320 2.1975 0.3934
C3 2.2328 1.1002 0.4564
C4 1.8131 0.2537 1.5195
C5 0.6727 0.8459 2.1367
C6 0.0121 0.3606 3.3955
C7 2.6000 -0.9181 2.0395
C8 3.4661 0.9274 -0.3870
C9 1.4559 3.3907 -0.5117
C10 -0.6137 3.1200 1.8326
H1 0.4102 0.8812 4.2703
H2 0.1821 -0.7074 3.5439
H3 -1.0698 0.5225 3.3933
H4 3.4345 -0.5612 2.6517
H5 3.0191 -1.5203 1.2294
H6 1.9933 -1.5782 2.6580
H7 3.2633 0.4503 -1.3510
H8 4.2058 0.3154 0.1313
H9 3.9237 1.8965 -0.5965
H10 2.1709 4.1128 -0.1047
H11 0.5001 3.9019 -0.6303
H12 1.8013 3.1053 -1.5057
H13 -1.1483 2.8524 2.7485
H14 -1.3577 3.3233 1.0558
H15 -0.0926 4.0601 2.0296
F1 2.1350 -3.2309 -5.7710
C11 1.6693 -2.4097 -4.8249
C12 0.7760 -1.4077 -5.1392
F2 0.3611 -1.2690 -6.4016
C13 0.3012 -0.5550 -4.1646
F3 -0.6010 0.3746 -4.5149
C14 0.6856 -0.6435 -2.8229
O1 0.1893 0.1683 -1.9214
C15 1.5852 -1.6822 -2.5503
F4 1.9902 -1.8655 -1.2800
C16 2.0687 -2.5441 -3.5135
F5 2.9234 -3.5093 -3.1736
C17 -5.5038 0.0141 -5.3331
C18 -4.3027 0.5377 -4.5474
S1 -4.7554 1.4921 -3.1222
O2 -5.6174 2.5594 -3.5588
O3 -3.5585 1.7706 -2.3703
C19 -5.7859 0.4043 -2.1546
C20 -5.1159 -0.7936 -1.4716
N1 -4.0029 -0.4501 -0.5757
C21 -2.7009 -0.6860 -0.8332
N2 -1.9120 -0.0574 0.0350
C22 -2.7344 0.6174 0.8858
C23 -4.0176 0.4024 0.5159
N3 -5.1930 0.8533 1.1934
O4 -5.0427 1.6467 2.0878
O5 -6.2703 0.4862 0.7615
C24 -2.2011 -1.5990 -1.8927
H16 -5.1851 -0.3079 -6.3238
H17 -6.2522 0.7987 -5.4601
H18 -5.9721 -0.8432 -4.8449
H19 -3.7183 1.2590 -5.1236
H20 -3.6258 -0.2456 -4.2056
H21 -6.5703 0.0524 -2.8288
H22 -6.2457 1.0757 -1.4290
H23 -4.7247 -1.4777 -2.2179
H24 -5.8701 -1.3154 -0.8963
H25 -2.3806 1.2185 1.7064
H26 -2.8929 -2.4196 -2.0784
H27 -1.2526 -2.0138 -1.5601
H28 -2.0149 -1.0596 -2.8222
C25 -0.1677 -4.2225 0.3373
S2 -0.3325 -2.7253 1.3324
C26 -2.0051 -2.9745 1.9538
H29 -0.9349 -4.2598 -0.4390
H30 -0.2349 -5.1129 0.9634
H31 0.8171 -4.1861 -0.1292
H32 -2.0485 -3.8362 2.6190
H33 -2.7075 -3.1102 1.1261
H34 -2.2785 -2.0766 2.5107

Values from the calculation:
Multiplicity: 4
Energy above the lowest of the compared OMol25 structures with the same formula, charge and spin, kcal/mol: 20.4
Net charge: 0
HOMO-LUMO gap (alpha / beta), eV: 5.97 / 7.17

***

No. 2
Molecular formula: C2H6N2O
Method: DFT, wB97M-V/def2-TZVPD

CARTESIAN COORDINATES (ANGSTROEM)
N1 3.1444 -1.6647 0.4343
C1 4.0070 -0.6056 0.3805
O1 4.9940 -0.5930 -0.3117
H1 3.3993 -2.4341 -0.1684
H2 2.6064 -1.9663 1.2314
H3 3.6647 0.2570 0.9745
C2 -4.4902 1.4125 -0.1131
N2 -3.6589 1.3168 -1.0489
H4 -4.1065 1.3682 0.8914
H5 -5.5698 1.5073 -0.2636
H6 -3.9903 1.4017 -2.0063

Values from the calculation:
Energy above the lowest of the compared OMol25 structures with the same formula, charge and spin, kcal/mol: 38.7
Structure (SMILES): NC=O.C=N
Net charge: 0
HOMO-LUMO gap, eV: 11.06

***

No. 3
Molecular formula: C5H11N4
Method: DFT, wB97M-V/def2-TZVPD

CARTESIAN COORDINATES (ANGSTROEM)
C1 3.2029 0.3219 0.7615
C2 2.8122 1.3108 -0.1920
C3 2.2386 -0.6174 0.7256
C4 -2.7309 1.3886 -0.1804
C5 0.2108 -0.9129 -0.6478
N1 1.7449 0.9782 -0.8225
N2 1.3415 -0.2401 -0.3029
N3 -0.2738 -2.1315 -0.4407
N4 -2.4570 0.0538 0.4379
H1 4.0582 0.3138 1.4170
H2 3.1918 2.2356 -0.4638
H3 2.2240 -1.4809 1.4288
H4 -3.0651 2.1185 0.5259
H5 -1.7564 1.5267 -0.6397
H6 -3.4493 1.2195 -0.8959
H7 -0.6106 -0.4245 -1.2142
H8 -1.2624 -2.1698 -0.6493
H9 0.3376 -2.8271 -0.0708
H10 -2.8845 -0.6709 -0.1133
H11 -2.8725 0.0078 1.3364

Values from the calculation:
Energy above the lowest of the compared OMol25 structures with the same formula, charge and spin, kcal/mol: 64.9
Net charge: +1
HOMO-LUMO gap, eV: 8.46

***

No. 4
Molecular formula: C5H8N2
Method: DFT, wB97M-V/def2-TZVPD

CARTESIAN COORDINATES (ANGSTROEM)
N1 1.9047 -0.7266 0.0075
C1 0.7556 0.0299 0.3854
C2 1.0336 1.4755 0.4370
N2 1.4562 2.5530 0.4006
C3 -0.3773 -0.1802 -0.5641
C4 -1.5828 0.6851 0.1591
C5 -1.3300 -1.2440 -0.3639
H1 2.6527 -0.5186 0.6514
H2 2.1957 -0.4339 -0.9181
H3 0.4625 -0.2834 1.3916
H4 -0.1569 0.1158 -1.6043
H5 -1.6959 0.9835 1.2383
H6 -2.3072 1.1663 -0.4859
H7 -1.7892 -1.7326 -1.2360
H8 -1.2218 -1.8897 0.5013

Values from the calculation:
Energy above the lowest of the compared OMol25 structures with the same formula, charge and spin, kcal/mol: 80.4
Net charge: 0
HOMO-LUMO gap, eV: 9.81

***

No. 5
Molecular formula: C31H29AsN2O9STc
Method: DFT, wB97M-V/def2-TZVPD

CARTESIAN COORDINATES (ANGSTROEM)
Tc1 0.3335 0.9823 -0.2067
C1 2.5758 -2.2641 1.9196
O1 1.9414 -2.0048 3.1697
C2 0.6043 -1.7095 3.1302
C3 -0.1795 -2.3357 4.0784
C4 -1.5678 -2.2061 4.0484
C5 -2.1577 -1.5107 3.0228
C6 -1.3942 -0.8394 2.0464
C7 -2.0912 -0.2217 0.9711
N1 -1.5691 0.3855 -0.0605
N2 -2.4772 0.8883 -0.9460
C8 -1.8965 1.7118 -1.7855
O2 -0.6438 1.9744 -1.7409
C9 -2.7290 2.3251 -2.8311
C10 -4.0790 1.9856 -2.9648
C11 -4.8554 2.5613 -3.9530
C12 -4.3066 3.4926 -4.8278
C13 -2.9644 3.8280 -4.7058
C14 -2.1818 3.2471 -3.7228
C15 0.0318 -0.8325 2.1696
O3 0.7970 -0.0921 1.4103
H1 2.7431 -1.3714 1.3261
H2 1.9880 -2.9753 1.3287
H3 3.5405 -2.7097 2.1672
H4 0.3065 -2.9452 4.8303
H5 -2.1719 -2.7066 4.7961
H6 -3.2387 -1.4732 2.9376
H7 -3.1763 -0.2470 0.9918
H8 -4.4884 1.2614 -2.2750
H9 -5.8999 2.2865 -4.0463
H10 -4.9189 3.9537 -5.5936
H11 -2.5318 4.5507 -5.3878
H12 -1.1330 3.4961 -3.6251
O4 1.6129 4.8395 1.0685
As1 0.6464 3.6492 1.9407
O5 -0.2214 4.5383 3.0027
O6 -0.3072 2.7223 0.9478
C16 1.9184 2.5523 2.9517
C17 1.6272 2.4103 4.3028
C18 2.4661 1.6882 5.1368
C19 3.6174 1.1091 4.6288
C20 3.9024 1.2085 3.2781
C21 3.0455 1.9047 2.4403
S1 3.4809 1.9205 0.7077
O7 4.1928 3.1828 0.5301
O8 4.2995 0.7479 0.4719
O9 2.2413 1.9542 -0.0993
H13 2.4557 4.4773 0.7397
H14 0.7300 2.8930 4.6730
H15 2.2229 1.5789 6.1873
H16 4.2748 0.5409 5.2755
H17 4.7645 0.7283 2.8353
C22 1.8192 -1.8940 -3.3340
C23 0.6198 -1.4204 -2.4901
C24 -0.4283 -0.7716 -3.4308
C25 1.0600 -0.3212 -1.5370
C26 -0.0371 -2.6284 -1.8319
C27 -0.2651 -2.6637 -0.4619
C28 -0.9075 -3.7363 0.1397
C29 -1.3185 -4.8191 -0.6229
C30 -1.0839 -4.8097 -1.9922
C31 -0.4553 -3.7259 -2.5872
H18 2.2821 -1.0350 -3.8227
H19 1.5237 -2.6083 -4.1065
H20 2.5658 -2.3648 -2.6912
H21 -0.0335 0.1669 -3.8255
H22 -1.3280 -0.5373 -2.8617
H23 -0.6854 -1.4379 -4.2604
H24 2.0270 0.0698 -1.8907
H25 0.0692 -1.8249 0.1274
H26 -1.0866 -3.7137 1.2094
H27 -1.8226 -5.6605 -0.1612
H28 -1.3952 -5.6524 -2.6002
H29 -0.2996 -3.7436 -3.6595

Values from the calculation:
Multiplicity: 2
Energy above the lowest of the compared OMol25 structures with the same formula, charge and spin, kcal/mol: 0.0
Net charge: -2
HOMO-LUMO gap (alpha / beta), eV: 6.22 / 5.56

***

No. 6
Molecular formula: C13H24O
Method: DFT, wB97M-V/def2-TZVPD

CARTESIAN COORDINATES (ANGSTROEM)
C1 -2.6521 3.3588 1.4139
C2 -1.7519 2.9552 0.2547
C3 -0.5444 3.9200 0.3584
C4 -1.4483 1.4577 0.3041
C5 -0.3124 1.0719 -0.7601
C6 -0.2820 -0.4641 -0.8461
C7 -0.3835 -1.1603 0.4688
C8 0.9902 -1.6007 1.0394
C9 1.0376 -2.3136 2.3920
C10 1.6605 -2.4655 -0.0419
O1 2.4018 -3.3797 0.3484
C11 1.1998 -2.4749 -1.4756
C12 2.1813 -3.1754 -2.4145
C13 0.9337 -0.9933 -1.8243
H1 -3.6294 2.8699 1.2727
H2 -2.2168 2.9767 2.3475
H3 -2.8155 4.4522 1.5153
H4 -2.2703 3.1822 -0.6771
H5 -0.8251 4.9006 0.5925
H6 0.1506 3.6133 1.1328
H7 -0.0216 3.9276 -0.5697
H8 -1.2335 1.3088 1.3447
H9 -2.3609 0.8964 0.1442
H10 -0.5507 1.4735 -1.7488
H11 0.6858 1.4270 -0.4311
H12 -1.2570 -0.6991 -1.2511
H13 -1.0137 -0.8374 1.2972
H14 -0.7812 -2.0818 0.4557
H15 1.5937 -0.7298 1.1307
H16 0.2968 -1.7504 3.0577
H17 2.0228 -2.1479 2.9594
H18 0.7419 -3.2973 2.2099
H19 0.3637 -3.0340 -1.5719
H20 2.0079 -2.8660 -3.4352
H21 2.2076 -4.2317 -2.3848
H22 3.2160 -2.8619 -2.1184
H23 1.9544 -0.4153 -1.6103
H24 0.7041 -0.8116 -2.8790

Values from the calculation:
Energy above the lowest of the compared OMol25 structures with the same formula, charge and spin, kcal/mol: 49.1
Structure (SMILES): CC(C)CCC1C[C@@H](C)C(=O)[C@H](C)C1
Net charge: 0
HOMO-LUMO gap, eV: 10.18